Computed, not measured: a cluster of 2 separate species, C2H5FOS in total, with ωB97M-V/def2-TZVPD.

Structure (XYZ):
```
10
Properties=species:S:1:pos:R:3:forces:R:3
C -0.448 -0.491 0.214 -1.31 -0.42 -1.42
C 0.649 0.141 -0.518 0.51 1.30 1.09
O 2.240 -1.606 0.738 -0.57 -0.53 1.17
F 3.487 1.710 0.086 -1.02 -1.56 -0.17
S 2.234 -0.638 -0.318 1.91 2.25 -1.60
H -0.267 -1.464 0.477 0.96 -3.05 -0.09
H -0.611 -0.197 1.184 -0.85 1.97 1.98
H -1.317 -0.569 -0.439 -0.34 0.49 0.52
H 0.740 1.212 -0.300 0.43 -0.14 0.24
H 0.414 0.147 -1.543 0.27 -0.32 -1.71
```
Forces are in eV/Å.

Computed properties:
- E (eV) = -17751.1702
- E_HOMO (spin up / spin down) (eV) = -9.54 / -11.37
- energy relative to the best compared isomer or geometry (same formula, charge and spin) (eV) = 3.089

---

Computed, not measured: a cluster of 2 separate species, C32H49Cl2N4O7S in total, with ωB97M-V/def2-TZVPD.

Structure (XYZ):
```
95
Properties=species:S:1:pos:R:3:forces:R:3
C -4.919 2.675 2.602 0.32 -0.53 0.53
C -3.942 2.126 3.392 -0.55 -0.29 -0.58
C -3.880 2.334 4.866 -1.08 -1.37 -0.05
O -4.023 3.445 5.265 0.24 0.73 0.43
O -3.581 1.311 5.704 -0.07 -0.04 -0.32
C -4.433 0.164 5.583 0.06 -0.72 0.51
C -3.642 -1.107 5.321 -0.40 -0.60 -0.45
C -3.393 -1.382 3.823 0.63 0.68 0.19
C -1.927 -1.682 3.471 -0.83 -0.50 -0.57
C -1.726 -1.562 1.947 0.70 0.31 0.42
C -0.341 -0.983 1.605 -0.49 0.38 -0.30
C -0.125 -0.833 0.125 0.33 -0.46 0.51
C 0.456 -1.787 -0.650 -0.28 0.36 -0.28
C 0.960 -3.126 -0.230 0.13 0.08 -0.94
C 2.505 -3.257 -0.312 -0.47 -0.31 0.44
C 3.070 -3.793 1.011 0.32 -0.08 0.05
S 3.747 -2.449 1.967 0.11 0.84 0.22
O 4.285 -1.433 1.113 0.20 -0.26 -0.40
O 2.792 -1.991 2.932 -0.26 -0.44 0.12
O 4.951 -3.174 2.715 -0.43 0.10 -0.15
N 0.510 -1.275 -1.959 -0.14 0.21 0.59
C 1.070 -1.867 -3.183 -0.31 0.33 -0.22
C 0.887 -3.358 -3.285 0.32 -0.45 0.21
N -0.183 -3.867 -3.716 0.14 0.27 0.03
C -0.020 -0.058 -1.937 -0.14 1.35 -0.40
C -0.156 0.915 -3.062 -0.24 -0.68 -0.13
C -1.601 1.322 -3.418 -0.29 0.01 0.02
O -1.752 2.432 -3.855 0.15 0.49 -0.10
C -2.773 0.427 -3.226 -0.29 -0.42 0.15
C -4.030 1.036 -3.173 -0.18 0.35 -0.04
C -5.184 0.298 -2.981 0.19 -0.62 0.05
C -5.098 -1.089 -2.839 0.26 0.50 -0.06
C -3.852 -1.701 -2.876 0.11 -0.39 0.01
C -2.697 -0.960 -3.074 0.09 0.63 0.12
N -0.417 0.266 -0.694 0.35 -1.42 -0.08
C -0.984 1.537 -0.300 0.10 0.14 0.17
Cl -2.720 1.356 0.083 0.12 0.12 0.09
C -0.244 2.217 0.866 -0.27 0.76 0.12
C -0.339 3.750 0.751 0.04 -0.14 0.51
Cl 1.471 1.739 0.905 0.09 -0.02 0.05
H -5.937 2.317 2.732 -0.44 1.63 1.03
H -4.702 3.433 1.856 0.14 -1.27 -1.29
H -3.190 1.497 2.915 1.23 1.41 0.04
H -5.210 0.303 4.827 0.14 0.17 -0.16
H -4.956 0.050 6.533 0.06 0.27 0.08
H -2.711 -1.090 5.887 0.04 0.14 0.00
H -4.222 -1.943 5.716 0.00 0.05 0.19
H -4.017 -2.185 3.428 -0.12 -0.01 0.14
H -3.687 -0.479 3.281 -0.04 -0.06 -0.12
H -1.748 -2.722 3.751 0.41 0.10 0.29
H -1.255 -1.027 4.024 0.05 0.02 -0.01
H -1.819 -2.533 1.456 -0.26 0.03 -0.05
H -2.473 -0.875 1.556 -0.14 -0.19 -0.22
H -0.218 -0.018 2.088 -0.02 -0.01 0.10
H 0.456 -1.602 2.009 0.08 -0.04 0.00
H 0.520 -3.881 -0.884 -0.16 -0.04 0.14
H 0.560 -3.324 0.758 0.16 0.01 0.16
H 2.788 -3.960 -1.092 -0.06 -0.03 -0.06
H 2.951 -2.300 -0.577 0.14 0.00 0.14
H 2.306 -4.243 1.640 -0.08 0.07 0.04
H 3.821 -4.569 0.876 0.31 0.27 -0.07
H 5.276 -2.514 3.351 0.21 -0.21 0.14
H 0.518 -1.438 -4.016 -0.07 -0.05 -0.03
H 2.103 -1.539 -3.296 0.14 -0.24 0.18
H 1.730 -3.984 -2.985 0.12 0.13 -0.06
H -0.072 -4.881 -3.724 -0.30 -0.05 -0.09
H 0.385 1.832 -2.838 0.02 0.04 0.03
H 0.278 0.525 -3.980 0.12 -0.05 0.01
H -4.091 2.112 -3.263 0.05 0.02 -0.06
H -6.163 0.751 -2.925 0.08 0.26 -0.07
H -6.009 -1.654 -2.700 0.08 -0.17 0.05
H -3.762 -2.772 -2.744 -0.07 -0.01 -0.07
H -1.725 -1.431 -3.094 -0.15 -0.34 -0.10
H -0.962 2.240 -1.125 0.17 -0.29 -0.30
H -0.715 1.955 1.809 0.17 -0.42 0.01
H -0.472 4.166 1.748 -0.06 0.04 0.01
H -1.191 4.067 0.152 0.06 0.00 -0.11
H 0.600 4.160 0.389 -0.12 0.05 -0.40
C 6.255 3.621 -1.840 0.19 0.05 -0.08
C 6.108 2.155 -1.441 -0.36 0.26 -0.01
C 5.373 1.291 -2.479 0.22 -0.23 0.03
O 3.964 1.479 -2.550 0.03 0.02 -0.08
C 3.555 2.648 -3.237 -0.21 -0.08 0.16
N 5.469 2.086 -0.123 -0.05 -0.30 -0.11
H 5.340 4.190 -1.676 -0.05 -0.06 0.00
H 7.031 4.093 -1.239 -0.03 -0.02 0.04
H 6.541 3.720 -2.889 -0.02 0.01 0.00
H 7.117 1.744 -1.348 -0.04 -0.11 -0.04
H 5.505 0.244 -2.193 -0.07 0.00 0.03
H 5.818 1.405 -3.477 -0.03 0.13 0.00
H 4.199 2.861 -4.094 0.04 0.05 0.03
H 3.520 3.508 -2.567 0.11 0.09 -0.10
H 2.540 2.481 -3.603 0.04 -0.06 -0.05
H 5.477 1.120 0.197 0.06 0.04 0.12
H 4.483 2.294 -0.255 0.01 0.12 0.08
```
Forces are in eV/Å.

Computed properties:
- E (eV) = -90142.3661
- total charge = +1
- E_HOMO (eV) = -10.67

---

Computed, not measured: an isolated molecule of C11H22N2O, with ωB97M-V/def2-TZVPD.

Structure (XYZ):
```
36
Properties=species:S:1:pos:R:3:forces:R:3
C 0.634 1.151 4.043 0.35 -0.57 0.61
C -0.091 0.091 3.230 -4.10 4.45 1.47
C -0.073 0.302 1.768 1.58 -1.80 -0.74
C -0.505 -1.007 1.139 -1.57 -0.41 -1.71
C 0.590 -1.966 0.731 -0.68 -0.57 -1.58
C 1.628 -1.507 -0.290 1.48 0.67 0.27
C 2.626 -2.615 -0.643 2.24 2.11 2.02
C -1.379 -0.722 -0.099 -3.14 -2.57 0.60
O -2.502 -1.286 -0.126 2.16 1.50 -0.73
N -0.868 0.066 -1.075 3.38 2.08 2.43
N -1.347 0.313 -2.302 -1.04 -3.75 -0.05
C -1.377 1.408 -2.856 -0.26 3.39 0.02
C -0.996 2.748 -2.109 0.88 -0.65 0.03
C -1.859 1.403 -4.281 1.55 -1.38 -0.28
H 0.387 1.169 5.121 -0.22 -0.19 -0.51
H 1.666 0.779 4.013 0.26 1.10 -0.12
H 0.446 2.139 3.654 0.49 0.41 -0.16
H -1.194 0.119 3.527 1.15 -0.20 -0.25
H 0.263 -0.754 3.631 1.29 -3.84 0.43
H 0.983 0.448 1.463 -0.46 0.58 -0.13
H -0.745 1.023 1.323 0.17 0.91 0.77
H -1.184 -1.637 1.794 0.57 1.19 -0.61
H 1.000 -2.215 1.685 0.99 -0.86 0.43
H 0.068 -2.844 0.234 0.63 0.60 1.02
H 1.219 -1.232 -1.254 -0.63 0.09 0.00
H 2.184 -0.604 0.055 -0.29 -0.48 -0.06
H 2.064 -3.436 -0.814 -1.65 -2.80 -1.67
H 3.186 -2.984 0.251 -0.01 0.75 -0.38
H 3.370 -2.326 -1.420 -0.81 -0.42 0.40
H 0.067 0.540 -0.794 -2.23 -0.95 -0.72
H -0.546 3.552 -2.737 -0.37 -0.83 0.12
H -0.205 2.452 -1.353 -1.01 0.70 -0.68
H -1.855 3.219 -1.580 0.45 -0.66 -0.32
H -1.769 0.362 -4.764 -0.71 1.52 1.12
H -1.082 1.955 -4.775 0.12 0.75 -0.81
H -2.804 1.894 -4.392 -0.55 0.12 -0.23
```
Forces are in eV/Å.

Computed properties:
- E (eV) = -16788.9699
- SMILES = CCCC(CCC)C(=O)NN=C(C)C
- E_HOMO (eV) = -8.68
- energy relative to the best compared isomer or geometry (same formula, charge and spin) (eV) = 2.224

---

Computed, not measured: a structure of composition C25H27HfI2N5O6P2S2, with ωB97M-V/def2-TZVPD.

Structure (XYZ):
```
70
Properties=species:S:1:pos:R:3:forces:R:3
Hf 0.619 0.432 -0.579 0.10 0.38 0.83
I -5.195 -0.938 3.771 0.06 1.03 -0.76
C -5.975 1.085 3.369 1.35 0.29 0.74
I -5.445 2.594 1.856 0.27 -1.11 0.57
H -5.761 1.568 4.336 -0.50 -0.11 -0.71
H -6.992 0.912 3.151 -1.04 -0.08 0.12
C -3.052 0.306 -0.856 -0.08 -1.61 -1.34
C -2.395 1.559 -1.346 0.82 0.32 0.09
C -3.211 2.485 -2.043 -0.76 -0.83 -0.13
C -2.651 3.627 -2.548 0.47 1.46 0.58
C -1.337 4.023 -2.119 0.28 -1.18 -0.02
C -0.743 5.237 -2.560 -0.75 0.56 0.24
C 0.508 5.613 -2.085 -0.73 -0.35 -0.62
C 1.178 4.765 -1.198 -1.59 -0.90 -0.27
C 0.705 3.481 -0.877 0.44 0.39 -0.69
S 1.976 2.426 -0.206 0.26 0.46 -0.17
C -0.591 3.067 -1.317 0.18 1.89 -1.08
N -1.095 1.814 -1.069 -1.35 -0.18 -0.10
H -3.828 -0.114 -1.575 1.11 0.67 0.64
H -3.609 0.525 0.018 -0.61 0.47 1.09
H -2.394 -0.542 -0.578 -0.01 0.63 -0.33
H -4.270 2.126 -2.157 1.19 0.89 -0.27
H -3.136 4.420 -3.156 -0.20 -1.07 0.34
H -1.397 5.924 -3.172 1.08 -0.84 0.53
H 1.010 6.490 -2.490 -0.26 0.04 0.44
H 2.072 5.068 -0.733 1.16 0.27 0.13
N 3.330 -1.673 -4.188 -1.21 -0.45 0.72
C 2.353 -1.879 -2.988 0.32 0.06 0.61
C 1.855 -3.302 -3.059 0.97 -2.21 -0.09
P 3.305 -1.462 -1.401 0.48 1.29 0.20
O 3.282 -2.763 -0.529 -0.28 -0.80 -0.45
O 4.565 -0.900 -1.949 -0.56 -0.61 0.50
O 2.397 -0.594 -0.501 0.08 -0.11 -0.73
P 0.926 -0.774 -3.037 -1.28 2.01 0.23
O 0.517 -0.859 -4.576 -1.47 -0.63 0.16
O 1.258 0.697 -2.636 -0.30 -2.15 -0.90
O -0.094 -1.243 -1.979 0.98 0.55 -1.24
H 3.625 -2.663 -4.397 0.08 1.53 -0.35
H 4.117 -1.060 -3.880 -0.10 -0.47 0.22
H 2.798 -1.216 -4.958 0.60 -0.70 0.19
H 2.707 -4.029 -3.020 -0.27 0.70 0.19
H 1.397 -3.563 -3.991 -0.46 0.33 -0.89
H 1.167 -3.711 -2.320 0.06 0.90 0.42
H 4.040 -3.178 -0.130 0.77 -0.09 0.00
H -0.431 -1.102 -4.803 1.51 0.50 0.41
N 0.021 -1.860 3.094 -0.74 1.81 -0.21
C 0.728 -3.054 2.932 0.44 -1.67 -1.68
C 1.471 -3.629 3.969 -0.33 1.12 -0.97
C 2.390 -4.621 3.647 0.33 -0.77 0.40
C 2.421 -5.253 2.385 -0.29 0.86 0.14
C 1.565 -4.769 1.380 0.11 1.27 0.70
C 0.764 -3.632 1.645 0.77 -0.34 1.00
S -0.150 -2.895 0.350 -0.32 0.70 -0.10
N -0.091 -1.166 0.800 -0.41 -1.17 1.64
C -0.213 -0.925 2.097 1.12 -1.61 -0.22
C -0.443 0.457 2.534 -0.25 1.18 -1.11
C -1.047 0.692 3.764 0.47 -0.19 -0.86
C -1.227 1.995 4.143 2.00 1.14 -1.92
C -0.572 3.005 3.366 -1.44 -0.31 1.26
C 0.016 2.686 2.164 -0.30 -1.48 -0.69
N -0.058 1.428 1.623 -0.10 -1.26 2.87
H 0.140 -1.459 4.025 -0.31 -0.09 -0.43
H 1.333 -3.131 4.926 0.62 -0.46 0.18
H 3.131 -4.911 4.410 -0.61 -0.05 -0.39
H 3.175 -6.026 2.192 -0.54 0.27 0.04
H 1.584 -5.086 0.348 0.14 -0.45 0.06
H -1.362 -0.146 4.359 -0.28 0.00 0.21
H -1.682 2.200 5.053 -0.89 0.64 1.41
H -0.618 4.052 3.706 0.26 -0.66 -0.22
H 0.618 3.370 1.596 -0.25 0.39 -0.16
```
Forces are in eV/Å.

Computed properties:
- E (eV) = -103851.1451
- total charge = +2
- E_HOMO (eV) = -12.39
- energy relative to the best compared isomer or geometry (same formula, charge and spin) (eV) = 1.136